Entry 1:
Density functional theory data (wB97M-V/def2-TZVPD) for C16H19N3O2Pt as an isolated structure at a distorted geometry.

Calculated values
E	-28712.397	eV
relative energy (zero: lowest compared OMol25 entry of this formula, charge and spin)	70.2	kJ/mol
HOMO-LUMO gap (alpha / beta)	0.254 / 0.254	Eh
net charge	0
highest occupied orbital energy (alpha / beta)	-0.2547 / -0.2547	Eh
LUMO (alpha / beta)	0.0 / 0.0	eV

CARTESIAN COORDINATES (ANGSTROEM)
Pt 0.258 -0.043 -0.065
O -1.962 -3.231 0.921
C -1.160 -2.297 0.859
N -0.932 -1.557 -0.260
C -1.793 -1.566 -1.395
C -1.417 -0.438 -2.319
C -2.074 -0.252 -3.515
C -1.706 0.785 -4.370
C -0.645 1.601 -3.972
C -0.025 1.366 -2.774
N -0.393 0.378 -1.923
C -0.289 -1.874 1.963
C -0.369 -2.494 3.206
C 0.474 -2.122 4.228
C 1.416 -1.110 3.961
C 1.436 -0.514 2.727
N 0.607 -0.848 1.723
H -2.854 -1.487 -1.108
H -1.685 -2.525 -1.928
H -2.882 -0.919 -3.776
H -2.222 0.949 -5.300
H -0.311 2.417 -4.591
H 0.806 1.977 -2.455
H -1.113 -3.268 3.319
H 0.435 -2.594 5.197
H 2.116 -0.791 4.718
H 2.158 0.263 2.516
C 1.270 1.747 0.221
H 1.618 1.947 1.237
H 0.715 2.636 -0.100
H 2.166 1.686 -0.416
C -3.885 2.051 0.580
C -2.677 1.668 1.399
C -2.295 2.588 2.529
O -2.023 0.680 1.133
H -4.521 2.775 1.079
H -4.462 1.159 0.342
H -3.540 2.477 -0.362
H -3.113 3.225 2.849
H -1.472 3.214 2.187
H -1.930 2.001 3.369


Entry 2:
Density functional theory data (wB97M-V/def2-TZVPD) for an isolated molecule of C16H19N3O3 at a distorted geometry.

Calculated values
E	-27508.274	eV
SMILES	N[C@@H](Cc1c[nH]c2ccccc12)C(=O)N1CCC[C@H]1C(=O)O
relative energy (zero: lowest compared OMol25 entry of this formula, charge and spin)	695.6	kJ/mol
HOMO-LUMO gap	0.319	Eh
net charge	0
highest occupied orbital energy	-0.3005	Eh
LUMO	0.5	eV

CARTESIAN COORDINATES (ANGSTROEM)
N 2.789 1.392 -0.331
C 1.423 0.781 -0.582
C 1.598 -0.496 -1.499
C 0.049 -0.895 -1.638
C -0.721 -1.712 -0.876
N -1.957 -1.767 -1.364
C -2.032 -0.898 -2.490
C -3.136 -0.620 -3.172
C -3.035 0.431 -4.111
C -1.760 1.072 -4.335
C -0.668 0.656 -3.615
C -0.796 -0.335 -2.778
C 0.596 0.929 0.702
O -0.461 1.673 0.667
N 0.974 0.358 1.852
C 1.918 -0.754 2.004
C 1.129 -1.741 2.838
C 0.135 -0.929 3.583
C -0.081 0.359 2.756
C -0.043 1.522 3.803
O 0.092 1.258 5.057
O -0.600 2.730 3.433
H 3.392 1.155 0.699
H 2.736 2.596 -0.465
H 1.068 1.486 -1.263
H 2.363 -1.362 -1.224
H 2.029 -0.275 -2.539
H -0.455 -2.644 -0.403
H -2.860 -1.947 -0.730
H -4.169 -0.942 -2.914
H -3.974 0.843 -4.543
H -1.736 2.005 -5.030
H 0.367 1.236 -3.513
H 2.877 -0.513 2.660
H 2.161 -1.241 1.011
H 1.939 -2.205 3.368
H 0.737 -2.527 2.142
H -0.918 -1.487 3.473
H 0.525 -0.643 4.590
H -1.024 0.620 2.308
H -0.471 2.831 2.466


Entry 3:
Density functional theory data (wB97M-V/def2-TZVPD) for C16H20AsCl3GeO6RuS as an isolated structure at a distorted geometry.

Calculated values
E	-197545.016	eV
relative energy (zero: lowest compared OMol25 entry of this formula, charge and spin)	0.0	kJ/mol
HOMO-LUMO gap	0.300	Eh
net charge	0
highest occupied orbital energy	-0.3269	Eh
LUMO	-0.7	eV

CARTESIAN COORDINATES (ANGSTROEM)
Ru 0.278 -0.476 -0.054
C -0.953 0.429 1.588
C -0.272 -0.632 2.226
C -0.624 -1.823 1.539
C -1.560 -1.512 0.467
C -1.767 -0.108 0.505
C -2.756 0.689 -0.276
C -2.308 -2.538 -0.312
C -0.248 -3.193 1.991
C 0.638 -0.526 3.401
C -1.000 1.853 2.029
H -2.377 1.680 -0.518
H -3.664 0.820 0.319
H -3.030 0.186 -1.203
H -1.645 -3.304 -0.711
H -2.856 -2.092 -1.139
H -3.030 -3.021 0.352
H 0.584 -3.603 1.418
H -1.090 -3.874 1.865
H 0.031 -3.175 3.043
H 1.500 -1.182 3.283
H 0.116 -0.806 4.320
H 1.018 0.489 3.493
H -0.694 2.529 1.235
H -0.345 2.028 2.876
H -2.029 2.092 2.312
O 4.464 1.486 0.586
As 2.756 1.452 0.154
O 1.924 1.830 1.507
O 2.292 -0.029 -0.496
C 2.835 2.605 -1.404
C 4.063 3.164 -1.742
C 4.213 3.893 -2.913
C 3.138 4.076 -3.768
C 1.906 3.535 -3.446
C 1.765 2.801 -2.277
S 0.131 2.191 -1.988
O -0.123 1.106 -3.009
O -0.788 3.270 -2.128
O 0.139 1.561 -0.651
H 4.501 1.262 1.526
H 4.906 3.021 -1.082
H 5.179 4.316 -3.155
H 3.254 4.642 -4.683
H 1.053 3.682 -4.096
Cl -1.285 -1.694 -3.550
Ge 0.282 -0.732 -2.433
Cl 2.005 -0.966 -3.677
Cl 1.032 -2.613 -0.808


Entry 4:
Density functional theory data (wB97M-V/def2-TZVPD) for a 7-piece molecular cluster, C16H20B2NO32S4 overall at a distorted geometry.

Calculated values
E	-128619.605	eV
relative energy (zero: lowest compared OMol25 entry of this formula, charge and spin)	0.0	kJ/mol
HOMO-LUMO gap (alpha / beta)	0.214 / 0.062	Eh
net charge	0
highest occupied orbital energy (alpha / beta)	-0.3417 / -0.3417	Eh
2S+1	2
LUMO (alpha / beta)	-3.5 / -7.6	eV

CARTESIAN COORDINATES (ANGSTROEM)
N -1.281 0.344 0.935
H -1.833 0.462 1.773
H -0.298 0.270 1.155
H -1.281 1.063 0.225
H -1.663 -0.566 0.723
O -1.001 3.363 -3.330
C -1.007 2.156 -3.492
O -0.432 1.517 -4.483
B -0.652 0.079 -4.422
O -1.342 -0.048 -3.079
C -1.631 1.159 -2.574
O -2.156 1.349 -1.474
O -1.455 -0.302 -5.611
C -0.803 -1.265 -6.321
O -1.140 -1.717 -7.388
C 0.511 -1.595 -5.505
O 0.587 -0.697 -4.556
O 1.285 -2.489 -5.822
O 1.352 -0.398 1.236
C 2.363 -1.116 1.363
O 3.570 -0.750 1.321
B 4.459 -1.867 1.582
O 3.597 -3.052 1.493
C 2.374 -2.694 1.568
O 1.423 -3.507 1.603
O 5.098 -1.763 2.923
C 6.426 -1.960 2.858
O 7.276 -1.896 3.797
C 6.748 -2.051 1.329
O 5.545 -1.914 0.612
O 7.878 -2.048 0.800
C 3.230 1.016 -3.875
C 3.338 2.508 -3.982
O 2.949 2.939 -2.671
S 2.587 1.721 -1.567
O 1.405 1.946 -0.703
O 3.827 1.354 -0.894
O 2.214 0.774 -2.870
H 4.143 0.536 -3.521
H 2.899 0.630 -4.839
H 2.573 2.980 -4.599
H 4.269 2.958 -4.326
C -0.428 -2.604 -1.075
C -0.771 -4.066 -0.881
O -1.902 -3.930 -0.004
S -2.795 -2.630 -0.350
O -2.913 -1.901 0.894
O -3.995 -3.036 -1.136
O -1.640 -1.944 -1.179
H 0.123 -2.340 -1.977
H 0.086 -2.256 -0.178
H 0.002 -4.698 -0.444
H -1.093 -4.361 -1.880
C -4.352 2.566 0.068
C -5.511 3.160 0.858
O -5.075 3.170 2.202
S -3.400 3.039 2.308
O -3.065 1.688 2.901
O -2.781 4.179 2.939
O -3.180 2.883 0.641
H -4.526 3.037 -0.899
H -4.539 1.510 -0.125
H -6.367 2.487 0.803
H -5.826 4.108 0.420
C -0.920 1.522 5.410
C -1.317 0.712 6.585
O -0.755 -0.508 6.208
S -1.012 -0.862 4.641
O -2.413 -1.211 4.487
O -0.014 -1.725 4.001
O -0.798 0.743 4.265
H 0.025 2.046 5.552
H -1.693 2.257 5.185
H -2.366 0.658 6.879
H -0.740 0.882 7.494


Entry 5:
Density functional theory data (wB97M-V/def2-TZVPD) for C16H20BBeCaCl4F8NO5S2 as an isolated structure at a distorted geometry.

Calculated values
E	-141615.311	eV
HOMO-LUMO gap	0.081	Eh
net charge	+2
highest occupied orbital energy	-0.4684	Eh
LUMO	-10.5	eV

CARTESIAN COORDINATES (ANGSTROEM)
C -1.995 1.990 1.940
C -1.558 0.703 2.376
C -0.568 -0.619 2.642
C -0.123 -1.162 4.123
C 0.913 -2.466 4.194
N 1.424 -3.132 2.934
C 1.054 -2.716 1.506
C 1.632 -3.451 0.150
C 2.295 -2.329 -0.868
C 3.744 -1.758 -0.312
F 4.057 -1.751 1.163
C 4.719 -1.223 -1.321
F 5.849 -2.089 -1.740
F 4.456 0.160 -1.848
C 0.039 -1.441 1.318
H -2.213 3.072 1.484
H -0.504 -0.641 5.107
H 1.287 -2.870 5.253
H 2.084 -3.948 3.019
H 0.700 -3.941 -0.383
H 2.421 -4.293 0.348
H 1.568 -1.402 -1.058
H 2.513 -2.835 -1.900
H -0.329 -1.008 0.270
Cl -3.415 0.508 3.988
Be -1.508 3.212 -0.135
C -1.432 -2.200 -3.519
C -1.675 -3.131 -4.703
O -0.995 -4.340 -4.374
S -1.035 -4.546 -2.756
O -2.126 -5.442 -2.442
O 0.315 -4.756 -2.289
O -1.492 -3.032 -2.361
H -0.433 -1.754 -3.567
H -2.181 -1.406 -3.457
H -1.297 -2.719 -5.642
H -2.741 -3.362 -4.811
B -5.316 4.752 0.977
F -5.593 5.041 2.374
F -5.982 5.735 0.137
F -3.882 4.809 0.745
F -5.808 3.423 0.650
C 0.176 6.412 -4.036
S 1.156 4.896 -4.159
O 0.204 3.738 -4.118
C 1.916 5.034 -2.522
H -0.420 6.515 -4.947
H -0.491 6.357 -3.173
H 0.842 7.272 -3.942
H 1.141 5.064 -1.752
H 2.525 5.940 -2.478
H 2.553 4.161 -2.361
C -0.131 -1.576 8.275
Cl -0.958 -0.169 7.586
Cl 0.583 -2.568 6.993
Cl 1.112 -1.063 9.430
H -0.867 -2.182 8.809
F 3.737 0.898 -3.288
Ca 0.054 -0.369 -1.531


Entry 6:
Density functional theory data (wB97M-V/def2-TZVPD) for C16H20BBr2HfN3O3S as an isolated structure.

Calculated values
E	-180422.712	eV
relative energy (zero: lowest compared OMol25 entry of this formula, charge and spin)	0.0	kJ/mol
HOMO-LUMO gap	0.247	Eh
net charge	+2
highest occupied orbital energy	-0.5138	Eh
LUMO	-7.3	eV

CARTESIAN COORDINATES (ANGSTROEM)
Hf -1.030 -0.604 0.279
Br -0.471 4.389 0.829
C -0.417 3.078 2.162
C -0.226 3.451 3.510
C -0.166 2.513 4.500
Br 0.091 3.056 6.279
C -0.285 1.130 4.184
C -0.203 0.075 5.106
C -0.300 -1.236 4.685
C -0.475 -1.505 3.338
N -0.566 -0.533 2.422
C -0.484 0.787 2.831
C -0.573 1.761 1.817
O -0.711 1.308 0.552
H -0.119 4.500 3.750
H -0.056 0.300 6.155
H -0.235 -2.054 5.387
H -0.539 -2.525 2.978
C 0.752 0.890 -3.136
C 1.597 0.145 -2.119
C 2.618 1.051 -1.474
O 0.636 -0.313 -1.057
B 0.287 -1.679 -1.327
O 1.047 -2.182 -2.299
C 2.137 -1.241 -2.619
C 2.387 -1.297 -4.111
C 3.355 -1.724 -1.848
H 0.269 1.739 -2.653
H -0.003 0.240 -3.580
H 1.382 1.275 -3.938
H 2.142 1.975 -1.145
H 3.383 1.312 -2.206
H 3.105 0.575 -0.626
H 1.480 -1.115 -4.682
H 2.766 -2.282 -4.376
H 3.139 -0.559 -4.393
H 3.193 -1.680 -0.770
H 4.235 -1.129 -2.093
H 3.555 -2.758 -2.120
N -4.595 -0.070 -1.515
C -4.351 -1.090 -0.714
N -4.784 -2.299 -1.001
S -3.512 -0.817 0.803
H -5.147 -0.168 -2.357
H -4.352 0.864 -1.226
H -5.353 -2.492 -1.814
H -4.599 -3.063 -0.369